Density functional theory data (ωB97M-V/def2-TZVPD) for a 10-piece molecular cluster, C32H36F11O32PSi overall at a distorted geometry.

Output
ΔE to the lowest compared entry with this formula, charge and spin (kcal/mol): 95.1
LUMO (Eh): -0.0053
SMILES: O=C(F)C[Si@](F)(C[C@@H]1CO1)P(=O)(O)O.O=C1OC[C@@H](F)O1.O=C1OC[C@@H](F)O1.O=C1OC[C@@H](F)O1.O=C1OC[C@@H](F)O1.O=C1OC[C@@H](F)O1.O=C1OC[C@@H](F)O1.O=C1OC[C@@H](F)O1.O=C1OC[C@@H](F)O1.O=C1OC[C@@H](F)O1
Multiplicity: 1
Charge: 0
E_HOMO (eV): -10.44

Bonds (Å) are listed after each position.
CARTESIAN COORDINATES (ANGSTROEM)
1 O 3.4287 -1.0535 5.8489  C2 1.261
2 C 3.0291 -0.5991 4.7431  O1 1.261, F3 1.422, C4 1.605
3 F 2.1109 0.4867 4.7303  C2 1.422
4 C 3.6430 -1.2908 3.4315  C2 1.605, Si5 1.926, H15 1.161, H16 1.150
5 Si 2.3850 -1.4558 1.9820  C4 1.926, F6 1.767, C7 1.906, P11 2.225
6 F 2.2066 0.1762 1.3287  Si5 1.767
7 C 0.6356 -1.9957 2.5115  Si5 1.906, C8 1.727, H17 1.143, H18 1.148
8 C 0.7390 -3.5502 3.2571  C7 1.727, C9 1.678, O10 1.514, H19 1.203
9 C -0.6659 -4.0156 4.0484  C8 1.678, O10 1.601, H20 1.150, H21 1.141
10 O 0.6845 -3.5494 4.7705  C8 1.514, C9 1.601
11 P 3.3466 -2.8064 0.4988  Si5 2.225, O12 1.557, O13 1.704, O14 1.737
12 O 4.7234 -2.1487 0.1903  P11 1.557
13 O 2.4185 -3.0410 -0.9103  P11 1.704, H22 0.990
14 O 3.6225 -4.3156 1.3129  P11 1.737, H23 0.994
15 H 4.5050 -0.6338 3.0165  C4 1.161
16 H 4.0802 -2.3352 3.6331  C4 1.150
17 H 0.1527 -1.3362 3.3105  C7 1.143
18 H -0.0681 -2.2387 1.6372  C7 1.148
19 H 1.3639 -4.4044 2.6843  C8 1.203
20 H -1.4526 -3.1973 4.2339  C9 1.150
21 H -0.7654 -5.0864 4.4288  C9 1.141
22 H 2.9962 -3.4865 -1.5794  O13 0.990
23 H 3.6133 -4.1529 2.2933  O14 0.994
24 O -1.8471 -0.5478 -2.2388  C25 1.201
25 C -0.8060 0.0410 -2.1263  O24 1.201, O26 1.361, O30 1.361
26 O -0.5513 0.9576 -1.1525  C25 1.361, C27 1.421
27 C 0.8185 1.3149 -1.2816  O26 1.421, C28 1.494, H31 1.097, H32 1.087
28 C 1.1039 0.9843 -2.7099  C27 1.494, F29 1.354, O30 1.415, H33 1.094
29 F 2.3887 0.5900 -2.8715  C28 1.354
30 O 0.2586 -0.1233 -2.9582  C25 1.361, C28 1.415
31 H 1.4146 0.7185 -0.5800  C27 1.097
32 H 0.9704 2.3688 -1.0626  C27 1.087
33 H 0.8730 1.7897 -3.4134  C28 1.094
34 O 0.0319 3.6223 0.1805  C35 1.199
35 C -1.1542 3.6906 0.3415  O34 1.199, O36 1.362, O40 1.361
36 O -2.0694 3.5658 -0.6595  C35 1.362, C37 1.420
37 C -3.3487 3.5720 -0.0432  O36 1.420, C38 1.495, H41 1.094, H42 1.091
38 C -3.0795 4.2811 1.2448  C37 1.495, F39 1.353, O40 1.413, H43 1.094
39 F -3.8876 3.8242 2.2295  C38 1.353
40 O -1.7499 3.9098 1.5455  C35 1.361, C38 1.413
41 H -3.6853 2.5420 0.1049  C37 1.094
42 H -4.0800 4.0947 -0.6617  C37 1.091
43 H -3.1516 5.3709 1.1822  C38 1.094
44 O 1.9429 5.4199 -5.1282  C45 1.199
45 C 2.3842 5.2172 -4.0318  O44 1.199, O46 1.361, O50 1.363
46 O 2.5833 6.1867 -3.0977  C45 1.361, C47 1.421
47 C 2.9869 5.5266 -1.9058  O46 1.421, C48 1.494, H51 1.094, H52 1.088
48 C 3.5412 4.2401 -2.4244  C47 1.494, F49 1.355, O50 1.414, H53 1.092
49 F 3.3448 3.2337 -1.5389  C48 1.355
50 O 2.7548 3.9889 -3.5723  C45 1.363, C48 1.414
51 H 2.1160 5.3804 -1.2593  C47 1.094
52 H 3.7290 6.1112 -1.3660  C47 1.088
53 H 4.5955 4.2859 -2.7045  C48 1.092
54 O 0.6818 0.0470 11.3260  C55 1.198
55 C 0.8439 -0.2039 10.1663  O54 1.198, O56 1.363, O60 1.363
56 O 2.0438 -0.5460 9.6180  C55 1.363, C57 1.422
57 C 1.7882 -0.8908 8.2623  O56 1.422, C58 1.494, H61 1.094, H62 1.091
58 C 0.5138 -0.1625 7.9818  C57 1.494, F59 1.355, O60 1.414, H63 1.094
59 F -0.2457 -0.8374 7.0855  C58 1.355
60 O -0.1477 -0.1750 9.2310  C55 1.363, C58 1.414
61 H 1.6814 -1.9763 8.1779  C57 1.094
62 H 2.6034 -0.5675 7.6139  C57 1.091
63 H 0.6500 0.8706 7.6481  C58 1.094
64 O -2.9811 -1.3453 3.0078  C65 1.199
65 C -3.5136 -1.2475 1.9385  O64 1.199, O66 1.363, O70 1.363
66 O -3.4058 -0.1574 1.1275  C65 1.363, C67 1.422
67 C -4.0640 -0.4891 -0.0888  O66 1.422, C68 1.494, H71 1.093, H72 1.091
68 C -5.0061 -1.5661 0.3414  C67 1.494, F69 1.356, O70 1.413, H73 1.094
69 F -5.2083 -2.4625 -0.6557  C68 1.356
70 O -4.3061 -2.2093 1.3874  C65 1.363, C68 1.413
71 H -3.3262 -0.8382 -0.8161  C67 1.093
72 H -4.5827 0.3769 -0.5038  C67 1.091
73 H -5.9687 -1.2011 0.7125  C68 1.094
74 O -8.9831 -2.6223 1.1322  C75 1.197
75 C -8.5484 -3.7143 0.9040  O74 1.197, O76 1.363, O80 1.363
76 O -7.7192 -4.3978 1.7427  C75 1.363, C77 1.420
77 C -7.5433 -5.6877 1.1763  O76 1.420, C78 1.495, H81 1.094, H82 1.090
78 C -7.8449 -5.4482 -0.2678  C77 1.495, F79 1.357, O80 1.412, H83 1.094
79 F -8.4005 -6.5470 -0.8378  C78 1.357
80 O -8.8154 -4.4227 -0.2297  C75 1.363, C78 1.412
81 H -8.2430 -6.3873 1.6436  C77 1.094
82 H -6.5276 -6.0515 1.3348  C77 1.090
83 H -6.9848 -5.1192 -0.8584  C78 1.094
84 O -4.8680 -7.3244 2.3165  C85 1.202
85 C -5.3112 -8.2868 1.7485  O84 1.202, O86 1.363, O90 1.362
86 O -4.8099 -8.7847 0.5830  C85 1.363, C87 1.421
87 C -5.5172 -9.9879 0.3173  O86 1.421, C88 1.495, H91 1.094, H92 1.091
88 C -6.7877 -9.7870 1.0796  C87 1.495, F89 1.354, O90 1.414, H93 1.094
89 F -7.2722 -10.9654 1.5366  C88 1.354
90 O -6.3803 -9.0084 2.1870  C85 1.362, C88 1.414
91 H -4.9359 -10.8391 0.6829  C87 1.094
92 H -5.6890 -10.1143 -0.7527  C87 1.091
93 H -7.5668 -9.2565 0.5238  C88 1.094
94 O 5.4334 6.4153 -2.5513  C95 1.200
95 C 6.4201 6.3983 -3.2343  O94 1.200, O96 1.362, O100 1.361
96 O 7.6211 5.9011 -2.8286  C95 1.362, C97 1.421
97 C 8.4810 5.9419 -3.9593  O96 1.421, C98 1.495, H101 1.094, H102 1.091
98 C 7.8534 7.0077 -4.7988  C97 1.495, F99 1.353, O100 1.414, H103 1.094
99 F 8.0382 6.7607 -6.1157  C98 1.353
100 O 6.4765 6.8799 -4.5057  C95 1.361, C98 1.414
101 H 8.4824 4.9645 -4.4500  C97 1.094
102 H 9.5026 6.1890 -3.6673  C97 1.091
103 H 8.1870 8.0222 -4.5618  C98 1.094
104 O 5.7849 3.6697 -9.0419  C105 1.197
105 C 4.9550 4.5235 -8.9164  O104 1.197, O106 1.363, O110 1.363
106 O 3.7817 4.3568 -8.2434  C105 1.363, C107 1.421
107 C 3.1480 5.6280 -8.2103  O106 1.421, C108 1.495, H111 1.093, H112 1.091
108 C 3.7609 6.3221 -9.3838  C107 1.495, F109 1.355, O110 1.413, H113 1.094
109 F 3.8579 7.6556 -9.1646  C108 1.355
110 O 5.0643 5.7795 -9.4355  C105 1.363, C108 1.413
111 H 3.3750 6.1218 -7.2615  C107 1.093
112 H 2.0656 5.5295 -8.3035  C107 1.091
113 H 3.2484 6.1393 -10.3330  C108 1.094

Atom charges from the Mulliken analysis, given in e for atoms 1 to 99: O -0.559; C 0.367; F -0.228; C -0.226; Si -0.045; F -0.328; C -0.520; C 0.082; C -0.409; O -0.389; P 0.958; O -0.649; O -0.437; O -0.538; H 0.357; H 0.341; H 0.368; H 0.336; H 0.233; H 0.228; H 0.282; H 0.339; H 0.313; O -0.646; C 0.501; O -0.122; C 0.439; C 0.359; F -0.312; O -0.361; H -0.216; H 0.098; H 0.296; O -0.592; C 0.660; O -0.246; C 0.147; C 0.235; F -0.290; O -0.283; H -0.244; H 0.294; H 0.278; O -0.585; C 0.645; O -0.311; C -0.404; C 0.473; F -0.220; O -0.254; H 0.276; H 0.365; H 0.053; O -0.521; C 0.576; O -0.334; C -0.152; C 0.376; F -0.267; O -0.326; H 0.204; H 0.233; H 0.273; O -0.593; C 0.441; O -0.096; C -0.228; C 0.255; F -0.338; O -0.258; H 0.154; H 0.383; H 0.333; O -0.530; C 0.619; O -0.338; C 0.022; C 0.395; F -0.305; O -0.314; H 0.278; H -0.101; H 0.273; O -0.558; C 0.710; O -0.301; C -0.461; C 0.416; F -0.295; O -0.273; H 0.291; H 0.277; H 0.206; O -0.503; C 0.557; O -0.293; C -0.434; C 0.298; F -0.275